(1)
{
  "formula": "C56H74BF3N10O3SY",
  "method": "wB97M-V/def2-TZVPD",
  "species": ["Y", "C", "C", "C", "C", "N", "N", "B", "N", "N", "C", "C", "C", "C", "C", "C", "C", "C", "N", "N", "C", "C", "C", "C", "C", "C", "C", "C", "C", "C", "C", "C", "H", "H", "H", "H", "H", "H", "H", "H", "H", "H", "H", "H", "H", "H", "H", "H", "H", "H", "H", "H", "H", "H", "H", "H", "H", "H", "H", "H", "H", "H", "H", "H", "H", "H", "H", "H", "H", "H", "H", "H", "O", "C", "C", "C", "C", "C", "C", "C", "O", "N", "N", "C", "C", "C", "C", "C", "C", "C", "O", "H", "H", "H", "H", "H", "H", "H", "H", "H", "H", "F", "C", "F", "F", "C", "C", "C", "C", "C", "C", "C", "C", "H", "H", "H", "H", "C", "C", "C", "C", "N", "C", "S", "N", "C", "C", "C", "C", "H", "H", "H", "H", "H", "H", "H", "H", "H", "H", "H", "H", "H", "H", "H", "H", "H", "H", "H", "H"],
  "coordinates": [[1.28, 0.14, -0.03], [5.62, 0.63, 2.91], [4.81, -0.33, 2.12], [4.55, -1.66, 2.38], [3.74, -2.09, 1.32], [3.49, -1.07, 0.50], [4.19, 0.00, 0.98], [4.46, 1.30, 0.16], [4.25, 1.05, -1.34], [3.12, 0.50, -1.89], [3.37, 0.35, -3.19], [4.65, 0.83, -3.49], [5.17, 1.25, -2.30], [6.52, 1.85, -2.04], [2.43, -0.31, -4.18], [1.08, 0.40, -4.19], [2.28, -1.79, -3.81], [3.02, -0.24, -5.59], [3.67, 2.53, 0.65], [2.30, 2.60, 0.63], [1.98, 3.73, 1.24], [3.14, 4.43, 1.61], [4.19, 3.64, 1.22], [5.65, 3.93, 1.37], [0.59, 4.20, 1.61], [0.34, 5.58, 0.98], [0.52, 4.31, 3.14], [-0.50, 3.25, 1.15], [3.32, -3.51, 1.06], [4.59, -4.31, 0.75], [2.38, -3.62, -0.14], [2.64, -4.11, 2.30], [6.07, 0.13, 3.77], [5.00, 1.45, 3.28], [6.42, 1.06, 2.31], [4.92, -2.24, 3.21], [5.61, 1.57, 0.32], [5.13, 0.86, -4.45], [7.04, 1.96, -2.99], [7.12, 1.23, -1.38], [6.44, 2.84, -1.59], [0.60, 0.41, -3.22], [0.40, -0.09, -4.90], [1.20, 1.44, -4.50], [1.88, -1.92, -2.81], [3.26, -2.28, -3.85], [1.61, -2.29, -4.51], [3.16, 0.80, -5.91], [2.33, -0.72, -6.29], [3.98, -0.76, -5.65], [3.20, 5.38, 2.11], [5.76, 4.95, 1.74], [6.18, 3.85, 0.42], [6.13, 3.25, 2.08], [1.06, 6.32, 1.34], [-0.66, 5.93, 1.24], [0.42, 5.53, -0.10], [1.27, 4.99, 3.54], [0.66, 3.33, 3.60], [-0.47, 4.68, 3.44], [-1.47, 3.56, 1.56], [-0.32, 2.24, 1.53], [-0.56, 3.22, 0.07], [5.08, -3.94, -0.15], [4.34, -5.37, 0.59], [5.30, -4.25, 1.58], [2.79, -3.13, -1.02], [1.41, -3.18, 0.08], [2.21, -4.67, -0.38], [2.32, -5.13, 2.09], [1.77, -3.52, 2.59], [3.33, -4.13, 3.15], [-1.28, -1.60, -3.57], [-1.77, -2.75, -3.06], [-2.58, -3.54, -3.87], [-3.13, -4.71, -3.38], [-2.88, -5.12, -2.08], [-2.08, -4.32, -1.27], [-1.52, -3.14, -1.73], [-0.72, -2.27, -0.83], [0.16, -1.47, -1.36], [-0.95, -2.38, 0.44], [-0.12, -1.53, 1.18], [-0.19, -1.79, 2.44], [0.51, -1.15, 3.52], [0.33, -1.65, 4.82], [0.96, -1.07, 5.90], [1.78, 0.04, 5.68], [1.97, 0.56, 4.42], [1.35, -0.04, 3.30], [1.53, 0.44, 2.11], [-0.67, -1.23, -2.89], [-2.77, -3.21, -4.89], [-3.75, -5.32, -4.03], [-3.30, -6.03, -1.69], [-1.88, -4.61, -0.24], [-0.85, -2.62, 2.72], [-0.32, -2.51, 4.96], [0.82, -1.46, 6.90], [2.27, 0.52, 6.52], [2.59, 1.43, 4.24], [-6.15, 4.75, -4.82], [-5.51, 3.67, -5.31], [-5.05, 4.03, -6.53], [-6.44, 2.72, -5.53], [-4.41, 3.19, -4.41], [-4.00, 3.94, -3.32], [-2.98, 3.47, -2.52], [-2.34, 2.26, -2.80], [-2.77, 1.52, -3.91], [-3.79, 1.98, -4.71], [-1.30, 1.75, -1.95], [-0.43, 1.28, -1.24], [-4.49, 4.87, -3.09], [-2.65, 4.04, -1.65], [-2.30, 0.56, -4.12], [-4.12, 1.40, -5.56], [-5.43, -2.15, -1.63], [-5.40, -0.63, -1.67], [-4.85, 0.00, -0.39], [-3.38, -0.32, -0.18], [-2.79, 0.35, 0.97], [-2.94, 0.00, 2.26], [-2.51, 1.06, 3.50], [-3.45, -1.23, 2.47], [-3.60, -1.87, 3.76], [-5.03, -2.32, 4.05], [-5.97, -1.21, 4.52], [-6.30, -0.16, 3.48], [-5.89, -2.57, -2.53], [-6.00, -2.51, -0.77], [-4.42, -2.59, -1.57], [-6.40, -0.25, -1.86], [-4.79, -0.30, -2.52], [-5.43, -0.34, 0.47], [-4.97, 1.09, -0.43], [-2.80, 0.00, -1.05], [-3.20, -1.39, -0.12], [-2.34, 1.24, 0.80], [-3.43, -1.86, 1.67], [-3.26, -1.15, 4.51], [-2.92, -2.72, 3.81], [-4.99, -3.10, 4.81], [-5.44, -2.79, 3.15], [-5.51, -0.72, 5.39], [-6.89, -1.67, 4.88], [-5.43, 0.43, 3.20], [-7.06, 0.54, 3.85], [-6.70, -0.62, 2.57]],
  "e_above_lowest_kj_mol": 0.0,
  "homo_ev": -5.121,
  "gap_ev": 7.421,
  "total_charge": -1
}


(2)
{
  "formula": "CH5N3O",
  "method": "wB97M-V/def2-TZVPD",
  "species": ["C", "N", "N", "N", "O", "H", "H", "H", "H", "H"],
  "coordinates": [[-0.50, -0.21, 0.79], [0.76, 1.51, -0.04], [0.69, -0.66, -1.22], [0.38, 0.31, -0.22], [-1.23, 0.96, 1.31], [-1.13, -0.57, 0.22], [-0.04, -0.91, 1.69], [-0.09, 1.31, 0.91], [1.00, -0.18, -2.07], [0.17, -1.55, -1.38]],
  "e_above_lowest_kj_mol": 608.7,
  "homo_ev": -9.424,
  "gap_ev": 9.393,
  "total_charge": 0
}


(3)
{
  "formula": "C8H13O6V",
  "method": "wB97M-V/def2-TZVPD",
  "species": ["V", "O", "C", "O", "C", "O", "C", "C", "O", "O", "H", "H", "H", "H", "H", "C", "C", "C", "O", "C", "H", "H", "H", "H", "H", "H", "H", "H"],
  "coordinates": [[-0.55, 0.11, -1.01], [-2.83, 2.77, 0.97], [-1.93, 2.11, 0.36], [-2.11, 1.00, -0.17], [-0.57, 2.75, 0.33], [0.32, 1.83, -0.34], [1.18, 2.41, -1.39], [0.78, 1.81, -2.73], [1.11, 2.22, -3.78], [-0.03, 0.69, -2.58], [-3.71, 2.34, 0.97], [-0.22, 2.96, 1.34], [-0.63, 3.70, -0.22], [2.21, 2.16, -1.16], [1.09, 3.49, -1.41], [0.88, -2.56, 1.84], [-0.28, -3.27, 1.11], [-0.26, -2.72, -0.30], [0.31, -1.36, -0.14], [1.39, -1.49, 0.88], [1.69, -3.25, 2.08], [0.54, -2.12, 2.77], [-1.23, -3.05, 1.60], [-0.16, -4.35, 1.10], [-1.24, -2.61, -0.77], [0.41, -3.25, -0.97], [1.54, -0.51, 1.31], [2.28, -1.80, 0.32]],
  "e_above_lowest_kj_mol": 0.0,
  "homo_ev": [-17.702, -18.050],
  "gap_ev": [9.039, 9.884],
  "total_charge": 2,
  "multiplicity": 3
}


(4)
{
  "formula": "C69H128F10N14O20S10",
  "method": "wB97M-V/def2-TZVPD",
  "species": ["C", "N", "C", "C", "C", "C", "C", "C", "C", "C", "N", "C", "C", "C", "H", "H", "H", "H", "H", "H", "H", "H", "H", "H", "H", "H", "H", "H", "C", "N", "C", "C", "C", "C", "C", "C", "C", "C", "N", "C", "C", "C", "H", "H", "H", "H", "H", "H", "H", "H", "H", "H", "H", "H", "H", "H", "C", "C", "C", "N", "C", "C", "C", "C", "C", "C", "H", "H", "H", "H", "H", "H", "H", "H", "H", "H", "H", "H", "H", "H", "H", "H", "H", "H", "H", "H", "C", "C", "C", "N", "C", "C", "C", "C", "C", "C", "H", "H", "H", "H", "H", "H", "H", "H", "H", "H", "H", "H", "H", "H", "H", "H", "H", "H", "H", "H", "C", "C", "C", "N", "C", "C", "C", "C", "C", "C", "H", "H", "H", "H", "H", "H", "H", "H", "H", "H", "H", "H", "H", "H", "H", "H", "H", "H", "H", "H", "C", "C", "C", "N", "C", "C", "C", "C", "C", "C", "H", "H", "H", "H", "H", "H", "H", "H", "H", "H", "H", "H", "H", "H", "H", "H", "H", "H", "H", "H", "C", "C", "C", "N", "C", "C", "C", "C", "C", "C", "H", "H", "H", "H", "H", "H", "H", "H", "H", "H", "H", "H", "H", "H", "H", "H", "H", "H", "H", "H", "N", "S", "O", "O", "F", "S", "O", "O", "F", "N", "S", "O", "O", "F", "S", "O", "O", "F", "N", "S", "O", "O", "F", "S", "O", "O", "F", "N", "S", "O", "O", "F", "S", "O", "O", "F", "N", "S", "O", "O", "F", "S", "O", "O", "F"],
  "coordinates": [[0.75, -5.07, 5.28], [-0.32, -4.73, 4.36], [-1.24, -3.81, 4.67], [-2.28, -3.58, 3.82], [-2.36, -4.28, 2.59], [-1.32, -5.18, 2.25], [-0.29, -5.38, 3.16], [-3.52, -4.04, 1.74], [-3.80, -2.77, 1.26], [-4.93, -2.57, 0.45], [-5.74, -3.58, 0.18], [-5.52, -4.79, 0.64], [-4.41, -5.07, 1.45], [-6.97, -3.28, -0.52], [1.71, -5.03, 4.76], [0.47, -6.09, 5.54], [0.80, -4.43, 6.16], [-1.14, -3.20, 5.56], [-2.91, -2.74, 4.08], [-1.30, -5.59, 1.26], [0.59, -5.98, 2.98], [-3.20, -1.95, 1.63], [-5.22, -1.54, 0.29], [-6.21, -5.59, 0.39], [-4.48, -6.09, 1.80], [-7.42, -4.23, -0.81], [-6.86, -2.65, -1.40], [-7.66, -2.82, 0.19], [-1.45, 5.61, -0.87], [-0.76, 5.38, 0.34], [-0.17, 4.20, 0.45], [0.56, 3.86, 1.60], [0.67, 4.81, 2.65], [0.01, 6.02, 2.48], [-0.66, 6.29, 1.28], [1.37, 4.46, 3.93], [0.67, 3.91, 4.93], [1.24, 3.90, 6.23], [2.59, 4.19, 6.38], [3.33, 4.61, 5.37], [2.70, 4.81, 4.11], [3.14, 4.17, 7.72], [-1.67, 6.68, -0.96], [-2.37, 5.06, -0.67], [-0.83, 5.23, -1.69], [-0.20, 3.55, -0.41], [1.15, 2.95, 1.68], [0.17, 6.83, 3.18], [-1.24, 7.20, 1.13], [-0.28, 3.46, 4.69], [0.74, 3.64, 7.15], [4.37, 4.70, 5.62], [3.31, 5.08, 3.26], [2.50, 4.67, 8.45], [4.10, 4.68, 7.69], [3.17, 3.12, 8.02], [3.53, 0.98, -1.21], [2.72, 1.94, -2.01], [1.95, 1.19, -3.10], [1.03, 1.90, -4.06], [-0.12, 0.83, -4.49], [0.45, -0.30, -5.32], [1.20, 0.24, -6.50], [2.33, 1.25, -6.15], [1.84, 2.46, -5.31], [0.29, 3.02, -3.35], [4.22, 0.35, -1.77], [2.88, 0.29, -0.67], [4.05, 1.50, -0.41], [3.36, 2.78, -2.26], [1.94, 2.33, -1.35], [1.31, 0.42, -2.67], [2.71, 0.57, -3.57], [-0.65, 0.37, -3.66], [-0.88, 1.35, -5.06], [0.98, -0.98, -4.67], [-0.38, -0.90, -5.70], [1.71, -0.56, -7.03], [0.57, 0.85, -7.14], [3.25, 0.80, -5.79], [2.64, 1.64, -7.12], [2.66, 3.14, -5.09], [1.10, 3.11, -5.77], [-0.21, 2.57, -2.50], [-0.42, 3.56, -3.98], [0.98, 3.83, -3.10], [-4.37, 1.94, -4.54], [-4.10, 0.51, -4.48], [-4.89, -0.22, -5.60], [-4.88, -1.79, -5.57], [-6.04, -2.20, -4.57], [-6.48, -3.70, -4.81], [-6.84, -3.98, -6.32], [-5.56, -3.89, -7.13], [-5.03, -2.39, -7.02], [-3.53, -2.27, -5.02], [-3.61, 2.35, -3.88], [-5.30, 2.29, -4.10], [-4.05, 2.36, -5.49], [-4.48, 0.10, -3.54], [-3.01, 0.39, -4.49], [-4.32, 0.16, -6.45], [-5.92, 0.11, -5.73], [-6.91, -1.59, -4.82], [-5.67, -2.17, -3.55], [-7.29, -3.92, -4.12], [-5.68, -4.38, -4.52], [-7.56, -3.27, -6.74], [-7.27, -4.97, -6.42], [-5.78, -4.24, -8.13], [-4.78, -4.55, -6.75], [-5.78, -1.74, -7.46], [-4.08, -2.19, -7.53], [-2.73, -1.72, -5.51], [-3.46, -3.36, -5.12], [-3.51, -1.99, -3.97], [-6.95, 5.87, -0.52], [-6.31, 5.84, 0.86], [-6.50, 4.51, 1.74], [-5.76, 4.53, 3.11], [-6.18, 5.81, 3.89], [-5.73, 5.82, 5.41], [-6.06, 4.46, 6.01], [-5.63, 3.15, 5.26], [-6.15, 3.19, 3.86], [-4.22, 4.35, 2.90], [-8.03, 6.00, -0.56], [-7.04, 4.86, -0.93], [-6.49, 6.52, -1.26], [-6.58, 6.77, 1.36], [-5.24, 5.97, 0.68], [-6.08, 3.64, 1.24], [-7.57, 4.40, 1.88], [-7.24, 5.59, 3.80], [-6.05, 6.79, 3.43], [-6.33, 6.47, 6.05], [-4.68, 6.06, 5.56], [-7.14, 4.44, 6.14], [-5.52, 4.50, 6.96], [-6.03, 2.29, 5.78], [-4.55, 3.02, 5.18], [-7.24, 3.25, 3.85], [-6.01, 2.35, 3.18], [-3.89, 5.27, 2.41], [-4.06, 3.46, 2.29], [-3.69, 4.24, 3.85], [3.90, -3.90, -0.27], [4.87, -2.96, -0.95], [6.36, -3.61, -1.25], [7.41, -2.58, -1.65], [8.49, -3.19, -2.63], [9.43, -4.15, -1.77], [10.17, -3.42, -0.66], [9.09, -2.85, 0.31], [8.15, -1.93, -0.48], [6.84, -1.42, -2.60], [2.84, -3.73, -0.45], [4.16, -4.06, 0.77], [3.93, -4.89, -0.73], [4.96, -2.06, -0.35], [4.32, -2.62, -1.83], [6.35, -4.41, -1.99], [6.68, -4.11, -0.34], [7.97, -3.69, -3.45], [9.06, -2.35, -3.04], [8.96, -5.06, -1.40], [10.20, -4.61, -2.39], [10.88, -4.07, -0.17], [10.81, -2.63, -1.05], [8.61, -3.72, 0.74], [9.57, -2.24, 1.08], [7.38, -1.72, 0.26], [8.77, -1.11, -0.84], [6.24, -1.94, -3.34], [7.66, -0.81, -2.98], [6.14, -0.80, -2.04], [3.17, -2.51, 3.46], [4.17, -1.51, 4.06], [4.75, -0.43, 3.12], [5.62, 0.72, 3.69], [5.89, 1.76, 2.58], [6.85, 1.19, 1.46], [8.20, 0.75, 2.03], [8.00, -0.35, 3.10], [7.02, 0.21, 4.22], [4.82, 1.49, 4.75], [2.67, -3.07, 4.25], [3.69, -3.18, 2.78], [2.50, -1.89, 2.86], [4.97, -1.90, 4.69], [3.58, -0.95, 4.78], [3.93, 0.12, 2.65], [5.19, -0.93, 2.25], [4.99, 2.20, 2.17], [6.43, 2.58, 3.06], [6.37, 0.42, 0.86], [6.97, 1.99, 0.73], [9.01, 0.53, 1.34], [8.60, 1.62, 2.56], [7.51, -1.25, 2.72], [8.91, -0.74, 3.56], [6.87, -0.56, 4.97], [7.44, 1.13, 4.63], [4.62, 0.85, 5.61], [3.89, 1.90, 4.37], [5.37, 2.38, 5.03], [-0.62, 1.09, -0.56], [-1.90, 0.36, -0.93], [-2.93, 0.34, 0.08], [-1.79, -0.78, -1.87], [-2.47, 1.56, -1.87], [0.10, -0.16, 0.31], [0.79, -1.17, -0.49], [-0.57, -0.50, 1.54], [1.30, 0.70, 0.89], [4.87, -4.07, -4.87], [5.79, -3.97, -6.00], [6.97, -3.10, -5.87], [5.45, -4.15, -7.39], [6.41, -5.40, -5.63], [3.72, -2.95, -5.49], [2.54, -3.58, -5.99], [4.13, -1.77, -6.21], [3.35, -2.35, -4.04], [-1.26, -5.52, -1.21], [-0.83, -4.14, -1.36], [-1.64, -3.23, -0.63], [-0.23, -3.71, -2.64], [0.46, -4.29, -0.41], [-2.32, -5.38, -2.47], [-1.71, -5.74, -3.70], [-3.39, -4.37, -2.38], [-3.18, -6.72, -2.02], [-0.69, 0.82, 5.47], [-1.50, 0.71, 4.17], [-2.09, -0.53, 3.85], [-1.23, 1.74, 3.15], [-2.74, 1.37, 5.00], [0.69, 0.05, 4.83], [1.68, 0.93, 4.19], [0.53, -1.32, 4.38], [1.30, -0.21, 6.32], [-7.59, -0.19, -0.36], [-7.32, 0.50, 1.19], [-7.90, 1.81, 1.59], [-6.09, 0.15, 1.91], [-8.44, -0.47, 1.89], [-7.21, 1.07, -1.12], [-5.78, 1.45, -0.95], [-8.19, 2.13, -1.24], [-7.27, 0.38, -2.57]],
  "homo_ev": -14.153,
  "gap_ev": 4.802,
  "total_charge": 4
}